# 1
This record from the OMol25 dataset describes a molecular structure, C5H8NiO3 at a distorted geometry. The level of theory is wB97M-V/def2-TZVPD.

Each line ends with the natural charge from an NBO analysis.
Cartesian coordinates (Å):
1 O -1.527 0.062 0.015  -0.57
2 C -2.723 0.676 -0.017  0.19
3 C -3.751 0.044 0.881  -0.68
4 H -3.104 0.793 -1.051  0.13
5 H -4.674 0.641 0.826  0.22
6 H -4.009 -0.979 0.547  0.22
7 H -3.417 0.001 1.928  0.22
8 O 1.097 -0.364 0.061  -0.51
9 O 0.497 1.765 -0.323  -0.71
10 C 2.538 -0.011 0.110  -0.35
11 C 3.274 -1.036 -0.733  -0.65
12 C 0.162 0.547 -0.202  1.06
13 H 2.808 -0.180 1.167  0.18
14 H 4.359 -0.896 -0.610  0.22
15 H 3.039 -2.075 -0.434  0.20
16 H 3.049 -0.938 -1.806  0.20
17 Ni 2.382 1.948 -0.360  0.63

Output
E_LUMO (spin up / spin down), eV: -0.23 / -0.25
Net charge: 0
HOMO level (spin up / spin down), eV: -7.6 / -7.8
HOMO-LUMO gap (spin up / spin down), eV: 7.34 / 7.55
Multiplicity: 3
Energy, hartree: -1929.10776


# 2
This record from the OMol25 dataset describes 2 unconnected molecules or ions with the total composition C6H18NO at a distorted geometry. The level of theory is wB97M-V/def2-TZVPD.

Each line ends with the natural charge from an NBO analysis.
Cartesian coordinates (Å):
1 C 0.343 3.198 0.101  -0.63
2 C 0.480 1.708 -0.162  -0.05
3 C -0.802 0.999 0.273  -0.44
4 C -0.756 -0.577 0.269  -0.22
5 C 0.695 -1.171 0.300  -0.62
6 C -1.452 -1.294 -0.882  -0.65
7 N 0.496 1.507 -1.666  -0.68
8 H 0.277 3.416 1.162  0.26
9 H 1.118 3.753 -0.427  0.22
10 H -0.552 3.607 -0.372  0.22
11 H 1.395 1.274 0.243  0.24
12 H -1.631 1.149 -0.459  0.21
13 H -1.261 1.311 1.215  0.26
14 H -1.278 -0.882 1.178  0.22
15 H 1.085 -1.066 -0.702  0.17
16 H 0.472 -2.226 0.511  0.25
17 H 1.300 -0.840 1.144  0.22
18 H -0.773 -1.731 -1.614  0.21
19 H -1.912 -2.202 -0.472  0.25
20 H -2.241 -0.760 -1.434  0.21
21 H -0.421 1.586 -2.105  0.44
22 H 1.061 2.249 -2.092  0.44
23 H 0.924 0.619 -1.934  0.45
24 H 0.753 -3.891 2.707  0.46
25 H 1.586 -5.084 2.966  0.47
26 O 1.093 -4.651 2.250  -0.93

Output
E_LUMO, eV: -3.42
Net charge: +1
HOMO level, eV: -13.8
HOMO-LUMO gap, eV: 10.40
Energy, hartree: -369.13335


# 3
This record from the OMol25 dataset describes 6 unconnected molecules or ions with the total composition C12H36O6 at a distorted geometry. The level of theory is wB97M-V/def2-TZVPD.

Each line ends with the natural charge from an NBO analysis.
Cartesian coordinates (Å):
1 C 33.362 8.541 23.545  -0.65
2 C 33.950 7.747 24.847  -0.06
3 O 33.018 6.730 25.156  -0.72
4 H 32.485 9.037 23.692  0.20
5 H 33.396 8.154 22.585  0.21
6 H 34.029 9.489 23.693  0.21
7 H 34.084 8.291 25.844  0.17
8 H 34.965 7.464 24.618  0.19
9 H 32.239 7.007 25.269  0.45
10 C 40.537 10.217 24.670  -0.65
11 C 39.968 9.389 23.459  -0.07
12 O 39.172 8.341 24.004  -0.69
13 H 39.708 10.709 25.320  0.22
14 H 41.057 11.157 24.407  0.22
15 H 41.059 9.633 25.343  0.20
16 H 40.699 9.060 22.804  0.17
17 H 39.392 10.157 22.735  0.19
18 H 39.711 7.806 24.366  0.46
19 C 37.254 4.906 26.527  -0.60
20 C 37.380 3.410 26.419  -0.05
21 O 36.236 2.655 26.601  -0.70
22 H 36.865 5.074 25.630  0.21
23 H 38.069 5.327 26.507  0.19
24 H 36.673 5.391 27.418  0.21
25 H 37.857 3.147 27.225  0.15
26 H 37.957 3.155 25.521  0.14
27 H 36.578 1.767 26.442  0.46
28 C 38.360 7.608 30.914  -0.65
29 C 38.317 6.885 32.348  -0.01
30 O 37.219 7.261 33.074  -0.71
31 H 39.275 7.207 30.321  0.21
32 H 38.463 8.616 31.091  0.20
33 H 37.357 7.740 30.422  0.22
34 H 39.110 6.964 32.800  0.13
35 H 38.135 5.790 32.093  0.13
36 H 37.246 6.689 33.876  0.47
37 C 36.208 9.088 27.662  -0.64
38 C 37.481 8.909 26.917  -0.05
39 O 37.252 9.229 25.567  -0.78
40 H 35.775 9.991 27.386  0.21
41 H 36.576 8.942 28.703  0.20
42 H 35.214 8.577 27.731  0.22
43 H 37.697 7.840 26.962  0.15
44 H 38.202 9.390 27.365  0.15
45 H 37.913 8.885 24.911  0.50
46 C 34.832 12.751 26.304  -0.64
47 C 36.276 13.191 26.162  -0.05
48 O 36.446 13.515 24.760  -0.71
49 H 34.297 13.427 25.862  0.21
50 H 34.655 12.307 27.257  0.21
51 H 34.481 11.939 25.765  0.22
52 H 36.821 12.196 26.278  0.16
53 H 36.626 13.927 26.677  0.16
54 H 37.180 13.336 24.507  0.43

Output
E_LUMO, eV: 0.46
Net charge: 0
HOMO level, eV: -9.6
HOMO-LUMO gap, eV: 10.08
Energy, hartree: -929.79793
SMILES string: CCO.CCO.CCO.CCO.CCO.CCO